Entry from the Open Molecules 2025 dataset: a cluster of 2 separate species, C2H5N3 in total at a distorted geometry (wB97M-V/def2-TZVPD).

Structure (ORCA input):
```
! wB97M-V def2-TZVPD RIJCOSX def2/J DEFGRID3
* xyz 0 1
C 2.796 1.617 0.368
C -0.778 -0.124 -0.498
N 3.618 1.764 1.151
N -1.963 -0.523 -0.946
N -0.504 -0.770 0.657
H 2.399 1.401 -0.547
H -2.369 0.005 -1.622
H -2.594 -1.098 -0.348
H -1.156 -1.544 0.924
H 0.551 -0.726 0.862
*
```

The gap between HOMO and LUMO comes out at 10.0 eV. The calculation puts the energy above the lowest of the compared OMol25 structures with the same formula, charge and spin at 46.7 kcal per mole. The calculated total energy comes out at -243.3875 Eh. The value obtained for the strongest force on any atom is 3.1 eV/Å. Its LUMO energy is 1.05 eV. Its highest occupied orbital energy is -8.905 eV.

Mulliken atomic charge list, values in e, 6 entries:
1 C 0.03
2 C -0.35
3 N -0.35
4 N -0.25
5 N -0.28
6 H 0.32